1.
{
  "formula": "C28H48BClF4N4O8PS",
  "method": "wB97M-V/def2-TZVPD",
  "elements": ["C", "C", "C", "C", "C", "N", "C", "O", "C", "F", "F", "F", "N", "B", "O", "N", "C", "C", "C", "C", "C", "C", "Cl", "C", "O", "N", "C", "O", "F", "C", "O", "C", "C", "C", "C", "C", "C", "P", "C", "C", "C", "H", "H", "H", "H", "H", "H", "H", "H", "H", "H", "H", "H", "H", "H", "H", "H", "H", "H", "H", "H", "H", "H", "H", "H", "H", "H", "H", "H", "H", "H", "H", "H", "H", "H", "H", "H", "H", "H", "H", "H", "O", "S", "O", "O", "C", "C", "C", "H", "H", "H", "H", "H", "H", "H", "H"],
  "positions_angstrom": [[-2.57873, -1.51520, 0.27801], [-1.29561, -1.48394, 0.83574], [0.15969, -1.49119, 1.60398], [0.62390, -3.08715, 1.61167], [1.11933, -3.65645, 0.15914], [0.04392, -4.00714, -0.82564], [-1.03541, -4.65413, -0.33065], [-2.01904, -5.41253, 0.22610], [1.79177, -5.13565, 0.57425], [3.20312, -5.06965, 0.99715], [1.07475, -5.75377, 1.75670], [1.69726, -6.16721, -0.48070], [2.11331, -2.74621, -0.56946], [2.62985, -3.31383, -1.87911], [4.02777, -3.88307, -1.89730], [1.90755, -3.46454, -3.19945], [1.85019, -4.88932, -3.69813], [2.80457, -2.71884, -4.20911], [1.74341, -1.25135, -0.60745], [0.74048, -0.85671, -1.81279], [-0.29803, 0.34978, -1.77782], [-1.65837, -0.11191, -2.65033], [0.19836, 1.92083, -2.70597], [3.13705, -0.37536, -0.95539], [4.39206, -0.75652, -0.71911], [3.07819, 1.06029, -1.52220], [3.69491, 1.15092, -2.89242], [3.30541, 2.20553, -3.66245], [4.72121, 0.27066, -3.48947], [1.35739, -0.65154, 0.91211], [1.21716, 0.82372, 0.91019], [0.27817, 1.33291, 1.89307], [0.47681, 2.99364, 1.92156], [0.56418, 3.50126, 3.48106], [-0.70068, 3.76271, 1.04201], [-1.59749, 4.80210, 1.94817], [-0.04079, 4.66175, -0.18480], [2.87701, -0.81012, 2.14573], [2.29525, -0.85130, 3.96778], [3.99326, 0.73765, 2.09558], [4.53779, 1.17202, 3.61638], [-3.65941, -1.21017, -0.12773], [-0.09109, -1.25941, 2.72511], [-0.29527, -3.64243, 2.09539], [1.51900, -3.30477, 2.37154], [2.96333, -2.75090, 0.07403], [4.68532, -3.19553, -1.58646], [1.14478, -4.87390, -4.66147], [1.35722, -5.65683, -2.96228], [2.90455, -5.26411, -4.11428], [3.80038, -3.30082, -4.44547], [2.23845, -2.41567, -5.18927], [3.13684, -1.73191, -3.63899], [1.44315, -0.66334, -2.76536], [0.10285, -1.80361, -2.17472], [-0.73322, 0.71405, -0.76227], [-1.39395, -0.05264, -3.79097], [-1.97975, -1.21446, -2.42849], [-2.52520, 0.63870, -2.41475], [3.53845, 1.73364, -0.85328], [0.43440, 0.98549, 2.99903], [-0.87095, 1.16839, 1.63313], [1.52811, 3.26518, 1.42886], [1.40780, 2.84609, 4.00879], [0.81293, 4.64691, 3.56599], [-0.46300, 3.24377, 3.98312], [-1.45247, 2.99465, 0.55846], [-2.40550, 5.27888, 1.24640], [-0.88701, 5.68514, 2.29840], [-2.07165, 4.28438, 2.89173], [0.37206, 5.65345, 0.29835], [0.83580, 4.05222, -0.67371], [-0.84262, 4.98388, -0.99440], [3.24410, -1.19056, 4.60796], [1.98656, 0.19800, 4.39685], [1.48441, -1.69851, 4.16475], [4.99180, 0.52484, 1.47720], [3.52929, 1.70361, 1.64475], [3.74158, 1.86424, 4.17182], [5.46527, 1.88951, 3.40296], [4.87798, 0.25626, 4.25972], [-5.30159, 1.16815, -1.96302], [-5.66182, 2.26316, -1.08857], [-5.01496, 2.47163, 0.18965], [-7.27596, 2.25276, -0.86368], [-7.88904, 1.06504, -0.38140], [-7.65774, 0.88549, 1.10747], [-5.57400, 3.77757, -2.01114], [-7.54172, 0.19239, -0.94460], [-8.96398, 1.16142, -0.56594], [-6.60136, 0.69741, 1.32240], [-8.23496, 0.03907, 1.48975], [-7.94346, 1.78868, 1.65594], [-6.09738, 3.64601, -2.95956], [-4.52032, 4.00128, -2.19171], [-6.02801, 4.57707, -1.42265]],
  "mulliken_charge": [-1.23, -0.32, 0.96, -1.18, 0.12, -0.29, 0.69, -0.47, 0.71, -0.23, -0.28, -0.23, 1.04, 0.14, -0.73, -0.02, -0.77, -0.73, 0.36, -1.11, 0.69, -0.94, -0.16, -0.75, -0.58, 0.32, 0.52, -0.47, -0.22, -1.38, 0.20, -0.12, 0.41, -1.33, 0.72, -1.26, -1.02, 0.05, -0.86, 0.09, -0.91, 0.33, 0.73, 0.32, 0.45, 1.08, 0.38, 0.30, 0.21, 0.27, 0.29, 0.29, 0.18, 0.28, 0.53, -0.32, 0.38, 0.27, 0.20, 0.45, 0.04, 0.18, 0.12, 0.25, 0.34, 0.28, 0.02, 0.33, 0.30, 0.25, 0.31, 0.20, 0.23, 0.41, 0.22, 0.34, 0.33, -0.01, 0.19, 0.37, 0.28, -0.65, 1.29, -0.58, -0.31, -0.32, -0.94, -1.00, 0.30, 0.28, 0.24, 0.39, 0.26, 0.34, 0.35, 0.34],
  "e_homo_ev": -11.34,
  "charge": 1
}

=====

2.
{
  "formula": "C28H48BO26V",
  "method": "wB97M-V/def2-TZVPD",
  "elements": ["V", "O", "C", "O", "B", "O", "C", "O", "O", "C", "O", "C", "O", "O", "C", "C", "O", "C", "O", "O", "C", "H", "H", "H", "H", "H", "H", "H", "H", "C", "C", "O", "C", "O", "O", "C", "H", "H", "H", "H", "H", "H", "H", "H", "C", "C", "O", "C", "O", "O", "C", "H", "H", "H", "H", "H", "H", "H", "H", "C", "C", "O", "C", "O", "O", "C", "H", "H", "H", "H", "H", "H", "H", "H", "C", "C", "O", "C", "O", "O", "C", "H", "H", "H", "H", "H", "H", "H", "H", "C", "C", "O", "C", "O", "O", "C", "H", "H", "H", "H", "H", "H", "H", "H"],
  "positions_angstrom": [[0.35940, 0.32869, 0.36276], [-0.02390, -3.27126, -5.94382], [-0.20968, -3.68270, -4.76531], [0.72735, -3.75337, -3.83797], [0.05835, -3.98870, -2.53952], [-1.17162, -4.64800, -2.99511], [-1.49694, -4.29760, -4.19740], [-2.49143, -4.52782, -4.80073], [-0.13051, -2.76483, -1.72922], [0.68288, -2.73797, -0.66323], [0.90082, -1.75756, 0.06351], [1.34452, -4.11760, -0.57912], [0.83372, -4.88735, -1.64545], [2.11209, -4.37018, 0.30052], [-4.73205, -2.65125, -1.18516], [-3.21869, -2.56234, -1.25066], [-2.90510, -1.58865, -2.27744], [-2.06162, -0.52286, -2.08078], [-1.29409, -0.33466, -1.09450], [-2.23142, 0.49841, -3.01177], [-3.28154, 0.43126, -4.01879], [-5.11101, -1.63243, -1.26587], [-4.97618, -3.10298, -0.22367], [-5.01021, -3.38775, -1.93901], [-2.97025, -3.61733, -1.36639], [-2.83599, -2.10444, -0.33855], [-3.58980, 1.46383, -4.18270], [-4.21024, -0.08538, -3.77648], [-2.87120, 0.15780, -4.99086], [0.34116, 0.32811, 7.16057], [-0.28537, -0.58803, 6.06913], [-0.05545, -0.07256, 4.76075], [0.40922, -0.81589, 3.68983], [0.34733, -0.46358, 2.49141], [1.12233, -1.93679, 4.08790], [1.82305, -2.72300, 3.13720], [-0.12061, 1.31216, 7.07981], [1.42694, 0.42413, 7.16156], [-0.03669, -0.14038, 8.06934], [-1.35104, -0.81180, 6.11776], [0.21563, -1.55437, 6.12638], [1.13626, -3.39708, 2.62529], [2.51033, -3.36915, 3.68331], [2.37275, -1.96963, 2.57299], [-2.49897, 4.19138, -2.10918], [-1.72739, 3.44481, -1.01084], [-0.59244, 4.18674, -0.85321], [0.42622, 3.71077, -0.11659], [0.50567, 2.57178, 0.37911], [1.29605, 4.72215, -0.00479], [2.61006, 4.52210, 0.46409], [-3.57870, 4.06186, -2.03502], [-2.25054, 3.78852, -3.09106], [-2.24940, 5.25030, -2.04217], [-1.64572, 2.42735, -1.39320], [-2.27427, 3.51735, -0.07075], [3.02499, 3.68071, -0.09089], [2.51265, 4.18352, 1.49558], [3.23370, 5.39374, 0.26558], [0.46447, -0.03943, -4.89644], [1.46450, -0.65334, -3.90733], [2.36921, 0.25621, -3.38236], [2.13448, 1.06010, -2.33422], [1.24696, 0.87883, -1.54353], [3.01883, 2.06611, -2.27759], [4.08192, 2.26161, -3.24465], [-0.32019, -0.72278, -5.22116], [1.01616, 0.31090, -5.76880], [-0.09332, 0.78981, -4.46133], [2.03559, -1.39938, -4.45994], [0.88331, -1.17393, -3.14620], [3.97140, 2.05796, -4.30974], [4.76972, 1.43714, -3.05683], [4.67065, 3.15210, -3.02438], [-5.69883, -0.19183, 2.14491], [-4.25819, -0.07302, 1.62644], [-3.58449, 0.90034, 2.42122], [-2.36934, 1.35297, 2.39399], [-1.54613, 1.08290, 1.49420], [-2.20722, 2.18036, 3.44618], [-1.09157, 3.04398, 3.50676], [-5.71391, -0.78712, 3.05786], [-6.41553, -0.65197, 1.46468], [-6.12684, 0.78866, 2.35352], [-4.26417, 0.21127, 0.57419], [-3.71834, -1.00294, 1.80503], [-0.48518, 2.60826, 4.30082], [-1.42067, 3.97630, 3.96565], [-0.44736, 3.26560, 2.65590], [5.64634, -2.11089, 0.03311], [4.37610, -1.22248, -0.06468], [4.44487, -0.53869, 1.13101], [3.42576, 0.27434, 1.56384], [2.35996, 0.47240, 0.93634], [3.66804, 0.78576, 2.76550], [2.95687, 1.91163, 3.28265], [6.60722, -1.59706, 0.00471], [5.71959, -2.92608, -0.68674], [5.33089, -2.66810, 0.91522], [3.45245, -1.78910, -0.18264], [4.32824, -0.59502, -0.95469], [3.30114, 1.97370, 4.31500], [1.86988, 1.83255, 3.26533], [3.30331, 2.85115, 2.85208]],
  "mulliken_charge": [0.22, -0.26, 0.79, -0.38, 0.85, -0.40, 0.51, -0.39, -0.11, 0.03, 0.85, -0.02, -0.44, -0.46, -1.55, 0.48, -0.22, -0.21, 0.59, -0.03, -0.97, 0.35, 0.36, 0.47, 0.23, -0.14, 0.34, 0.34, 0.29, -1.19, -0.42, -0.04, 0.00, 0.06, -0.46, -0.17, 0.31, 0.30, 0.42, 0.37, 0.36, 0.19, 0.37, -0.06, -1.55, 0.95, -0.40, 0.14, 1.11, -0.44, -0.40, 0.36, 0.28, 0.44, -0.53, 0.19, 0.10, 0.13, 0.30, -1.12, 0.85, -0.47, -0.17, 0.17, -0.07, -0.95, 0.27, 0.47, 0.11, 0.38, -0.75, 0.35, 0.36, 0.29, -1.53, 0.44, -0.40, 0.62, -0.01, -0.42, -0.15, 0.34, 0.40, 0.38, -0.03, 0.20, 0.08, 0.44, -0.17, -1.48, 0.83, -0.38, -0.22, 0.99, -0.40, -0.58, 0.34, 0.42, 0.40, -0.39, -0.03, 0.34, 0.08, 0.28],
  "e_above_lowest_kj_mol": 56.51,
  "e_homo_ev": [-12.88, -15.38],
  "multiplicity": 5,
  "charge": 2
}

=====

It is found that the electronic energy values, taken in the order of the records, are -3539.7992; -4020.4271 a.u..